Density functional theory data (ωB97M-V/def2-TZVPD) for a cluster of 2 separate species, C7H17NOSi in total at a distorted geometry.

Properties
charge: 0
LUMO: 0.0277 Eh
structure (SMILES): CCC(C)(C)C#N.CO[SiH3]
HOMO level: -9.964 eV
frontier orbital gap: 10.7 eV
ΔE to the lowest compared entry with this formula, charge and spin: 239.7 kJ/mol

Structure (XYZ):
```
27
Properties=species:S:1:pos:R:3:lowdin_charge:R:1
Si -2.839 -1.451 -0.574 0.53
O -2.484 0.070 -0.185 -0.48
N 0.094 -2.566 -0.216 0.17
C 0.400 -1.460 -0.255 -0.22
C 2.290 -0.519 -1.363 -0.04
C -2.985 0.670 0.952 -0.17
C 1.391 0.517 0.829 -0.18
C 2.716 -0.021 1.422 -0.11
C 0.152 0.730 -1.290 -0.07
C 1.038 -0.147 -0.536 -0.56
H 3.650 0.370 0.838 0.10
H 2.893 0.253 -1.563 0.04
H 1.480 1.517 0.532 0.09
H -0.384 0.124 -2.134 0.12
H -2.904 -2.364 0.670 -0.03
H 0.570 1.579 -1.681 0.06
H -0.755 1.049 -0.691 0.09
H -1.990 -1.489 -1.756 -0.04
H -3.082 1.705 0.802 0.08
H 2.972 -1.236 -0.850 0.10
H 0.541 0.212 1.547 0.14
H -2.311 0.438 1.739 0.07
H 2.813 -1.086 1.217 0.06
H 2.980 0.267 2.496 0.09
H -4.425 -1.324 -0.903 -0.03
H 1.925 -0.895 -2.352 0.11
H -3.924 0.126 1.147 0.07
```



Density functional theory data (ωB97M-V/def2-TZVPD) for a structure of composition C7H17O3Yb at a distorted geometry.

Properties
charge: +1
LUMO: -0.1165 Eh
HOMO level: -10.072 eV
frontier orbital gap: 6.9 eV

Structure (XYZ):
```
28
Properties=species:S:1:pos:R:3:lowdin_charge:R:1
Yb 0.300 1.025 0.442 1.23
O 0.361 -1.082 0.017 -0.36
O 2.335 0.614 -0.047 -0.38
O -1.732 1.044 -0.274 -0.40
C -2.283 2.355 -0.376 -0.07
C -0.994 -1.781 0.740 -0.11
C 2.637 -0.707 -0.495 -0.16
C -2.707 0.052 0.087 -0.22
C 3.279 1.606 -0.426 -0.05
C 1.652 -1.639 0.178 -0.20
C -2.181 -1.355 -0.103 -0.14
H -3.573 0.212 -0.570 0.14
H 2.973 2.548 0.042 0.10
H -2.995 0.220 1.137 0.13
H -1.915 -1.461 -1.167 0.14
H -0.733 -0.018 1.992 -0.07
H 1.687 -2.629 -0.300 0.14
H 4.275 1.322 -0.060 0.11
H -0.638 -1.748 1.777 0.07
H 3.298 1.716 -1.519 0.11
H -0.886 -2.871 0.617 0.11
H 1.896 -1.742 1.248 0.14
H -3.021 2.365 -1.190 0.11
H -3.011 -2.042 0.107 0.14
H 3.668 -0.968 -0.217 0.15
H -2.751 2.653 0.573 0.11
H 2.537 -0.743 -1.591 0.15
H -1.477 3.054 -0.624 0.09
```



Density functional theory data (ωB97M-V/def2-TZVPD) for a cluster of 2 separate species, C7H17OSi in total at a distorted geometry.

Properties
charge: +1
LUMO: -0.1703 Eh
HOMO level: -12.845 eV
frontier orbital gap: 8.2 eV
ΔE to the lowest compared entry with this formula, charge and spin: 63.9 kJ/mol

Structure (XYZ):
```
26
Properties=species:S:1:pos:R:3:lowdin_charge:R:1
Si -1.102 0.972 0.591 0.84
O -1.226 -0.098 1.747 -0.24
C 1.629 -0.110 -2.060 -0.05
C -1.900 0.479 -1.011 -0.14
C 1.992 -0.743 0.294 0.02
C -1.683 -0.307 3.065 -0.09
C 0.841 -2.374 -1.118 -0.05
C -0.060 2.620 0.531 -0.15
C 1.532 -1.083 -0.892 -0.43
H 1.514 -2.844 -1.821 0.10
H 2.410 0.181 0.306 0.02
H 0.339 3.107 1.569 0.11
H -2.767 -0.146 3.296 0.11
H -1.053 0.525 -1.724 0.03
H 2.576 0.044 -2.512 0.08
H 0.883 -0.383 -2.841 0.09
H 0.716 -2.807 -0.155 0.08
H -0.098 -2.253 -1.638 0.08
H 0.817 2.464 -0.028 -0.01
H 1.992 -1.181 1.323 0.10
H -1.448 -1.464 3.133 0.15
H -2.726 1.269 -1.271 0.10
H 1.268 0.861 -1.790 0.04
H -2.419 -0.477 -1.002 0.05
H -0.812 3.461 0.196 0.08
H -1.218 0.287 3.815 0.08
```



Density functional theory data (ωB97M-V/def2-TZVPD) for a structure of composition C7H18AsBrClOS.

Properties
charge: -1
LUMO: 0.1098 Eh
HOMO level: -4.533 eV
frontier orbital gap: 7.5 eV

Structure (XYZ):
```
30
Properties=species:S:1:pos:R:3:lowdin_charge:R:1
Br -4.060 -2.623 0.686 -0.25
As -1.511 -1.668 0.597 0.54
Cl -1.834 2.640 -2.122 0.51
S -1.232 -2.976 -1.552 0.16
O 1.909 0.564 -0.394 -0.18
C 0.420 -1.106 0.625 -0.38
C 1.002 -0.507 -0.646 -0.31
C 3.113 0.129 0.198 -0.30
C -2.268 -0.144 -0.456 -0.45
C -2.514 2.386 -0.468 -0.57
C -1.932 1.171 0.228 -0.36
C 3.996 1.347 0.439 -0.07
H 4.995 1.238 0.016 0.06
H -2.326 3.311 0.076 0.06
H -3.340 -0.335 -0.469 0.00
H -1.877 -0.205 -1.468 0.02
H -2.362 1.154 1.237 0.10
H 3.535 2.197 -0.069 0.07
H 3.614 -0.589 -0.467 0.12
H -1.293 -3.011 1.240 -0.07
H -3.589 2.284 -0.612 0.07
H 4.103 1.596 1.495 0.06
H 2.892 -0.402 1.131 0.11
H 0.950 -1.999 0.963 0.06
H 0.485 -0.355 1.420 0.06
H 0.097 -3.075 -1.386 -0.31
H 1.508 -1.270 -1.249 0.10
H 0.224 -0.083 -1.280 0.09
H -1.855 -0.964 1.939 -0.04
H -0.851 1.295 0.347 0.09
```



Density functional theory data (ωB97M-V/def2-TZVPD) for a structure of composition C7H18BaF3O21S4 at a distorted geometry.

Properties
charge: -4
LUMO (spin up / spin down): 0.2816 / 0.2749 Eh
HOMO level (spin up / spin down): 3.628 / 3.674 eV
frontier orbital gap (spin up / spin down): 4.0 / 3.8 eV
2S+1: 2

Structure (XYZ):
```
54
Properties=species:S:1:pos:R:3:lowdin_spin:R:1
Ba -0.152 -0.299 -0.373 0.00
S 3.202 -1.634 -2.119 0.00
S -3.375 -2.640 -0.655 -0.03
S -2.653 2.004 1.531 0.00
S -2.794 1.021 -3.090 0.00
F -2.073 -0.072 -5.487 0.00
F -1.467 2.053 -5.142 0.00
F -3.613 1.484 -5.594 0.00
O -0.333 2.734 -0.498 0.00
O -3.001 2.983 0.530 0.00
O -4.106 -1.731 0.173 0.50
O 3.953 -0.364 -2.099 0.00
O -2.390 0.661 0.986 0.01
O 0.489 0.604 2.170 0.00
O 1.623 -1.969 0.775 0.00
O -1.607 2.436 2.366 0.00
O -3.812 1.649 2.314 0.00
O -3.138 -3.906 0.051 0.06
O 1.778 -1.304 -1.957 0.00
O -1.510 0.609 -2.574 0.00
O -3.241 2.373 -2.640 0.00
O -1.091 -2.136 1.719 0.00
O 1.906 -0.339 4.670 0.00
O -3.840 0.000 -2.870 0.00
O 3.501 -2.186 -3.490 0.00
O 2.178 1.137 -0.731 0.00
O -4.225 -2.839 -1.817 0.39
O -2.088 -2.064 -1.003 0.07
O 3.577 -2.544 -1.005 0.00
C 1.671 1.156 2.756 0.00
C 0.993 3.362 -0.522 0.00
C -2.469 1.133 -5.035 0.00
C 1.075 -3.156 1.245 0.00
C 1.841 2.378 -1.371 0.00
C -0.011 -2.886 2.344 0.00
C 2.535 0.145 3.536 0.00
H 0.612 -3.732 0.444 0.00
H 1.297 2.248 -2.306 0.00
H 0.978 -0.495 4.480 0.00
H -0.817 3.208 0.182 0.00
H 1.330 1.991 3.368 0.00
H 2.848 0.690 -1.253 0.00
H 2.262 -2.125 0.075 0.00
H 1.864 -3.771 1.677 0.00
H 1.458 3.298 0.462 0.00
H 2.284 1.537 1.939 0.00
H 2.797 -0.711 2.914 0.00
H 0.387 -2.364 3.215 0.00
H -1.514 -2.686 1.055 0.00
H 1.203 4.341 -0.953 0.00
H -0.353 -3.743 2.923 0.00
H 2.825 2.756 -1.650 0.00
H 3.471 0.567 3.901 0.00
H -0.264 1.138 2.433 0.00
```



Density functional theory data (ωB97M-V/def2-TZVPD) for a structure of composition C7H18BrHfI2OP2 at a distorted geometry.

Properties
charge: +3
LUMO: -0.5055 Eh
HOMO level: -19.962 eV
frontier orbital gap: 6.2 eV
ΔE to the lowest compared entry with this formula, charge and spin: 0.0 kJ/mol

Structure (XYZ):
```
32
Properties=species:S:1:pos:R:3:lowdin_charge:R:1
Hf 0.339 0.205 0.108 0.70
I -1.925 -1.579 -0.358 0.72
I -0.490 -2.211 -2.763 0.59
Br 1.354 1.865 1.520 0.41
P -0.515 2.006 -1.740 0.69
P 0.948 -1.865 1.723 0.65
O -2.319 0.806 1.892 0.21
C -1.397 0.570 1.225 -0.48
C -0.076 -2.072 3.240 -0.21
C 0.679 3.294 -2.207 -0.22
C -0.936 1.192 -3.309 -0.32
C 0.809 -3.441 0.827 -0.30
C -1.988 3.029 -1.308 -0.21
C 2.621 -1.869 2.411 -0.22
H -2.176 3.780 -2.069 0.08
H 1.072 -4.295 1.430 0.08
H -1.222 1.877 -4.090 0.08
H -1.103 -2.341 3.023 0.05
H 0.250 3.889 -3.008 0.08
H -1.787 3.578 -0.397 0.06
H -0.224 -3.664 0.581 -0.02
H 2.756 -2.794 2.963 0.08
H 0.832 3.943 -1.356 0.06
H -1.823 0.575 -3.214 0.02
H -0.081 0.610 -3.643 0.00
H 3.297 -1.816 1.564 0.06
H -2.897 2.442 -1.237 0.06
H 1.417 -3.403 -0.070 0.04
H 2.702 -1.045 3.104 0.06
H 1.573 2.777 -2.540 0.06
H -0.009 -1.171 3.838 0.06
H 0.321 -2.871 3.860 0.08
```



| no. | E_tot (eV) |
| --- | --- |
| 1 | -18948.007 |
| 2 | -45196.782 |
| 3 | -17451.511 |
| 4 | -163837.432 |
| 5 | -102731.935 |
| 6 | -115698.206 |